{
  "formula": "C30H31CdFN7O5",
  "method": "ωB97M-V with the def2-TZVPD basis set",
  "species": ["Cd", "F", "O", "O", "O", "O", "O", "N", "N", "N", "N", "N", "N", "N", "C", "C", "C", "C", "C", "C", "C", "C", "C", "C", "C", "C", "C", "C", "C", "C", "C", "C", "C", "C", "C", "C", "C", "C", "C", "C", "C", "C", "C", "C", "H", "H", "H", "H", "H", "H", "H", "H", "H", "H", "H", "H", "H", "H", "H", "H", "H", "H", "H", "H", "H", "H", "H", "H", "H", "H", "H", "H", "H", "H", "H"],
  "coordinates": [[-1.126, -0.360, 0.181], [0.591, 5.171, 0.713], [1.733, 2.440, 5.179], [-0.190, 1.432, 1.393], [-0.683, -0.395, 2.543], [-3.060, 0.263, 0.369], [3.152, 5.272, 1.954], [-1.854, -2.933, -1.522], [0.514, -1.500, -0.658], [0.415, 1.070, -1.319], [2.339, 3.918, 3.581], [-2.155, -2.570, -0.272], [0.267, 2.883, 3.481], [1.595, 1.182, -0.706], [3.954, -0.564, 1.550], [2.167, 0.155, 0.064], [-0.524, 1.704, 3.726], [1.260, 3.104, -1.725], [1.650, -1.158, 0.032], [-0.461, 0.811, 2.433], [0.198, 2.222, -1.931], [0.581, -2.536, -1.508], [0.815, -4.744, -3.296], [2.136, 2.400, -0.935], [-0.554, -3.262, -1.945], [1.812, -2.907, -2.105], [-5.137, 1.385, 0.198], [-2.986, 2.675, 0.143], [-0.414, -4.346, -2.801], [-3.474, -2.485, -0.216], [-2.968, -3.074, -2.270], [2.333, -2.145, 0.764], [3.294, 0.422, 0.837], [-4.043, -2.795, -1.454], [2.227, 4.607, 2.369], [-3.609, 1.211, -1.789], [0.969, -5.953, -4.171], [1.466, 3.020, 4.148], [3.454, -1.861, 1.502], [0.915, 4.433, 1.803], [-3.652, 1.337, -0.247], [-0.003, 3.599, 2.351], [5.176, -0.249, 2.363], [1.925, -3.973, -2.958], [-3.419, 3.514, -0.403], [3.082, 2.707, -0.547], [-5.185, 1.450, 1.282], [-5.657, 2.241, -0.231], [-1.921, 2.612, -0.075], [-0.112, 1.174, 4.582], [-5.626, 0.462, -0.103], [2.888, -4.224, -3.379], [3.685, 1.427, 0.895], [5.834, 0.432, 1.827], [3.217, 4.033, 4.074], [4.899, 0.223, 3.305], [1.368, 4.108, -2.085], [-1.006, 3.543, 1.959], [3.951, -2.646, 2.058], [-0.700, 2.380, -2.496], [-2.572, 1.103, -2.114], [-3.961, -2.197, 0.695], [0.268, -6.736, -3.888], [-2.920, -3.329, -3.310], [-4.060, 2.082, -2.265], [1.982, -6.343, -4.081], [0.795, -5.708, -5.221], [-3.119, 2.842, 1.211], [-1.295, -4.913, -3.070], [1.940, -3.153, 0.733], [-5.082, -2.801, -1.717], [5.727, -1.161, 2.588], [2.684, -2.311, -1.875], [-1.572, 1.957, 3.900], [-4.158, 0.324, -2.100]],
  "charge": -1,
  "homo_lumo_gap_ev": 6.82,
  "fmax_ev_per_a": 2.08,
  "lumo_energy_ev": 2.8
}